No. 1
10 unconnected molecules or ions with the total composition C29H47BrN10O21 at a distorted geometry, computed with wB97M-V/def2-TZVPD.

Properties
total energy = -5833.20394 hartree
SMILES = CC[C@H](Br)c1cc2c(cc1C[C@@H](O)CN)C(=O)c1ccccc1C2=O.C[N+](=O)[O-].C[N+](=O)[O-].C[N+](=O)[O-].C[N+](=O)[O-].C[N+](=O)[O-].C[N+](=O)[O-].C[N+](=O)[O-].C[N+](=O)[O-].C[N+](=O)[O-]
max |F| = 8.6 eV/A

Atoms and positions in Å:
1 C 2.45758 3.70379 0.70758
2 C 2.49456 3.09995 -0.82068
3 C 3.08737 1.54446 -0.89094
4 Br 2.90348 1.00331 -2.84209
5 C 2.17869 0.54053 0.08779
6 C 0.57361 0.42579 -0.34542
7 C -0.36837 -0.51994 0.61201
8 C 0.21528 -1.35342 1.93899
9 C 1.80300 -1.20732 2.32202
10 C 2.82135 -0.24670 1.41124
11 C 4.40601 -0.04646 1.80095
12 C 5.06065 -1.27111 2.67280
13 O 4.64813 -1.14171 4.10286
14 C 4.80996 -2.77147 2.05534
15 N 4.73120 -3.86210 3.14410
16 C -0.88675 -2.25609 2.81540
17 O -0.61749 -3.49628 3.28335
18 C -2.36536 -1.50351 3.02702
19 C -3.21604 -1.50777 4.42899
20 C -4.64629 -0.66316 4.46824
21 C -5.23588 0.17315 3.14529
22 C -4.36359 0.16542 1.71932
23 C -2.94952 -0.67214 1.69851
24 C -2.00678 -0.68128 0.31699
25 O -2.51842 -0.82211 -0.91811
26 H 3.53907 4.12891 0.92672
27 H 2.08623 2.93261 1.52324
28 H 1.66425 4.59389 0.72726
29 H 1.40438 3.19735 -1.25322
30 H 3.16974 3.80936 -1.50331
31 H 4.22695 1.51416 -0.61514
32 H 0.18986 1.01858 -1.30510
33 H 2.18249 -1.80516 3.26826
34 H 5.10625 0.19757 0.88381
35 H 4.44919 0.91891 2.50194
36 H 6.24125 -1.09692 2.65968
37 H 5.51152 -0.97538 4.61901
38 H 5.79113 -3.04249 1.43425
39 H 3.88256 -2.86471 1.34380
40 H 5.56474 -3.80677 3.77901
41 H 3.90576 -3.67842 3.76254
42 H -2.77200 -2.09800 5.33837
43 H -5.22435 -0.65450 5.51118
44 H -6.25361 0.78436 3.25460
45 H -4.80864 0.79472 0.82998
46 C -0.10955 -1.49335 -5.06896
47 N 0.47654 -0.23412 -5.60225
48 O 1.70897 -0.13421 -5.59104
49 O -0.31715 0.61856 -6.01698
50 H 0.70005 -2.14875 -4.74106
51 H -0.75413 -1.22686 -4.22879
52 H -0.67998 -1.95872 -5.87535
53 C 8.68848 -4.71061 4.30746
54 N 8.36144 -3.54752 5.17569
55 O 7.17660 -3.39483 5.49480
56 O 9.30337 -2.82056 5.51229
57 H 7.76945 -5.25919 4.09072
58 H 9.13110 -4.32146 3.38820
59 H 9.39432 -5.34059 4.85256
60 C 4.90236 -7.36700 4.67172
61 N 6.36913 -7.33392 4.42459
62 O 7.10489 -7.74677 5.32858
63 O 6.74050 -6.89433 3.33013
64 H 4.72110 -7.77469 5.66844
65 H 4.53317 -6.34174 4.60154
66 H 4.45361 -8.00409 3.90690
67 C -3.07432 -4.98372 2.74552
68 N -3.93482 -6.01014 3.39327
69 O -3.39593 -7.07190 3.72682
70 O -5.12702 -5.72106 3.54851
71 H -2.05578 -5.37090 2.67356
72 H -3.48403 -4.78949 1.75215
73 H -3.10334 -4.08806 3.36935
74 C -1.21152 3.52763 -6.56107
75 N -1.53856 4.69073 -5.69284
76 O -2.72340 4.84341 -5.37372
77 O -0.59663 5.41769 -5.35624
78 H -2.13055 2.97905 -6.77781
79 H -0.76891 3.91678 -7.48032
80 H -0.50568 2.89765 -6.01596
81 C -5.99854 0.16196 -2.16485
82 N -7.03620 1.21825 -2.01964
83 O -7.91056 1.27653 -2.89205
84 O -6.94365 1.95918 -1.03400
85 H -6.20287 -0.41180 -3.07126
86 H -5.02908 0.65969 -2.23397
87 H -6.05436 -0.47837 -1.28220
88 C 2.05748 6.60775 -4.47890
89 N 2.81192 6.05422 -3.32218
90 O 2.69370 4.84431 -3.09601
91 O 3.50144 6.84995 -2.67381
92 H 1.49741 5.79995 -4.95461
93 H 1.37954 7.37263 -4.09455
94 H 2.78462 7.03387 -5.17309
95 C -2.75889 5.37363 -1.79516
96 N -1.28340 5.23246 -1.66641
97 O -0.86306 4.33657 -0.92500
98 O -0.58880 6.02507 -2.31317
99 H -3.24180 4.61561 -1.17491
100 H -3.02486 6.37666 -1.45520
101 H -3.01308 5.23032 -2.84733
102 C -10.49665 2.49486 -3.71200
103 N -11.21383 3.49810 -4.54431
104 O -12.22830 3.11784 -5.14035
105 O -10.73811 4.63902 -4.57589
106 H -11.02336 1.54046 -3.77698
107 H -9.48275 2.40333 -4.10695
108 H -10.49089 2.86305 -2.68408

Forces on the atoms, in the same order (eV/Å):
C -0.13 0.39 -0.41
C 0.19 0.37 0.28
C -1.06 0.70 1.58
Br 0.21 0.09 1.37
C -1.74 -1.54 1.17
C 1.65 -2.49 3.86
C 1.91 0.42 0.32
C 1.96 2.14 -1.83
C -1.91 1.43 -2.76
C -3.61 -0.25 -1.44
C -0.48 0.52 0.81
C 1.02 0.65 -0.24
O 2.26 0.11 -0.93
C 0.97 -0.70 0.28
N -0.16 1.40 -0.14
C 1.04 -3.75 1.25
O -1.54 8.06 -2.67
C -2.56 1.76 -0.06
C -1.12 2.08 -4.11
C 1.96 0.00 -2.83
C 3.82 -2.22 0.19
C 1.03 -2.12 4.10
C -1.42 0.31 1.82
C -1.17 -0.51 -3.54
O 2.97 1.15 7.50
H -2.34 -0.91 -0.04
H 0.99 1.45 -1.74
H 1.90 -1.85 -0.10
H 2.20 -0.66 0.73
H -1.50 -1.97 1.81
H -2.40 -0.04 -0.60
H 0.80 -1.57 2.47
H -0.71 1.51 -2.22
H -1.75 -0.72 1.61
H -0.08 -2.08 -1.49
H -2.52 -0.30 -0.14
H -2.18 -0.51 -1.16
H -2.26 0.68 1.13
H 1.77 0.34 1.54
H -1.04 0.19 -0.86
H 1.06 -0.01 -0.81
H -1.13 1.36 -1.91
H 1.32 0.04 -2.70
H 2.58 -1.55 -0.34
H 1.29 -1.54 1.83
C 0.09 -0.30 0.15
N 0.95 0.62 -0.23
O -2.04 0.11 -0.20
O 1.11 -0.97 0.49
H -0.13 0.29 -0.11
H 0.03 -0.01 -0.21
H 0.00 0.19 0.16
C -0.23 -0.22 -0.08
N 0.29 0.77 0.51
O 1.38 0.13 -0.28
O -1.68 -0.94 -0.38
H 0.38 0.31 0.08
H 0.04 -0.05 0.24
H -0.05 0.19 -0.14
C -0.25 -0.08 0.27
N 0.80 -0.21 0.04
O -0.74 0.74 -1.45
O -0.34 -0.76 1.48
H 0.21 0.08 -0.25
H 0.09 -0.17 -0.23
H 0.10 0.26 0.04
C 0.29 -0.12 -0.08
N -0.51 -0.78 0.36
O -1.00 1.39 -0.35
O 1.60 -0.58 -0.10
H -0.38 0.05 0.12
H -0.07 0.06 0.23
H -0.10 -0.23 -0.23
C -0.11 -0.21 -0.10
N -0.19 0.70 0.40
O 1.64 0.05 -0.14
O -1.70 -0.93 -0.43
H 0.20 0.22 0.14
H 0.04 -0.04 0.25
H -0.05 0.21 -0.19
C 0.11 -0.25 -0.22
N -0.65 0.66 0.08
O 1.16 0.08 1.42
O -0.30 -0.98 -1.47
H -0.05 0.23 0.23
H -0.15 -0.11 0.18
H 0.12 0.20 -0.09
C -0.20 -0.18 -0.27
N 0.43 -0.20 0.68
O 0.37 1.96 -0.54
O -0.91 -1.36 -0.77
H 0.26 0.24 0.30
H 0.20 -0.11 -0.05
H -0.07 0.05 0.25
C -0.31 -0.14 0.09
N 1.07 0.03 0.01
O -0.30 1.18 -1.04
O -0.87 -1.26 1.10
H 0.26 0.17 -0.10
H 0.10 -0.14 -0.20
H 0.11 0.20 0.11
C 0.00 -0.24 -0.02
N -0.62 0.64 -0.58
O 1.36 0.77 0.70
O -0.81 -1.58 -0.07
H 0.06 0.31 -0.06
H -0.28 0.18 0.21
H 0.16 0.01 -0.25

Mulliken population analysis, charges in e, atoms 1 to 8:
1 C -0.988
2 C -0.116
3 C -0.399
4 Br -0.145
5 C 0.360
6 C -0.404
7 C 0.099
8 C 0.166

No. 2
2 unconnected molecules or ions with the total composition C29H47F3IN3O7PS at a distorted geometry, computed with wB97M-V/def2-TZVPD.

Properties
total energy = -3160.60561 hartree
max |F| = 7.1 eV/A
2S+1 = 2

Atoms and positions in Å:
1 C 4.31580 -1.47730 4.10334
2 P 3.43189 -0.03967 3.25555
3 O 2.57525 0.86539 4.47027
4 C 2.10223 -0.67539 2.00528
5 C 1.39351 -1.87454 2.80324
6 S -0.46120 -1.95399 2.62986
7 O -0.87219 -3.23340 1.89907
8 O -1.16609 -1.96239 3.97398
9 C 1.26165 0.70747 1.78457
10 O 0.32288 1.18960 2.46328
11 N 1.75275 1.48788 0.64038
12 C 2.81626 0.59341 0.02871
13 I 2.87960 0.93789 -2.15956
14 C 2.60856 -0.94797 0.47144
15 C 1.63921 -1.88460 -0.38750
16 C 0.25416 -1.19636 -0.84648
17 C -0.06232 -1.62473 -2.35162
18 N -0.43197 -3.03560 -2.58904
19 C -0.97168 -3.77300 -1.43278
20 C -2.40512 -3.32837 -0.89693
21 C -3.12988 -1.99529 -1.13745
22 C -4.53778 -1.63689 -0.53393
23 C -5.22240 -2.70429 0.35715
24 C -4.56309 -4.08030 0.60336
25 C -3.17463 -4.38260 -0.01587
26 O -2.54102 -5.65861 0.19498
27 C 4.13206 -1.45026 0.65136
28 C 4.73601 -2.16915 -0.68154
29 O 4.32052 -3.56294 -0.69043
30 C 5.41182 -4.45267 -0.97799
31 C 5.78756 -5.18840 0.40826
32 F 4.59840 -5.60698 1.08229
33 F 6.62430 -6.32227 0.22483
34 F 6.37610 -4.20268 1.24837
35 H 5.44306 -1.33454 4.20835
36 H 3.88097 -1.55081 5.17518
37 H 4.05746 -2.49077 3.61568
38 H 2.90714 1.78395 4.30499
39 H 1.58489 -1.85742 3.94335
40 H 1.79545 -2.89761 2.44172
41 H -1.00428 -0.90311 1.89976
42 H 1.01590 1.79429 -0.02797
43 H 3.76396 1.13648 0.34397
44 H 2.11956 -2.28819 -1.35881
45 H 1.45855 -2.83141 0.25368
46 H 0.33017 -0.04232 -0.85635
47 H -0.62665 -1.41232 -0.12850
48 H -0.82772 -0.88652 -2.81417
49 H 0.91052 -1.42463 -2.95105
50 H -1.11782 -3.09714 -3.35708
51 H -0.26451 -3.84940 -0.52411
52 H -1.09560 -4.87243 -1.77724
53 H -2.65376 -1.19768 -1.78910
54 H -5.05590 -0.63875 -0.69442
55 H -6.23443 -2.51372 0.85968
56 H -5.05397 -4.90046 1.24502
57 H -2.85787 -6.05250 1.03551
58 H 4.17844 -2.26058 1.46278
59 H 4.87582 -0.60858 0.88653
60 H 5.87284 -2.02275 -0.61108
61 H 4.37712 -1.63934 -1.62680
62 H 5.08912 -5.28340 -1.70781
63 H 6.31733 -3.93795 -1.46573
64 C -1.30566 6.30389 -0.77086
65 C -1.55455 5.13568 -1.75700
66 C -2.79438 5.45950 -2.61478
67 C -4.09199 5.39086 -1.81564
68 C -4.23251 4.05008 -1.10381
69 C -2.98593 3.60634 -0.30326
70 N -1.69753 3.84029 -1.02552
71 O -1.55221 2.83845 -1.93391
72 C -2.93035 4.32836 1.06297
73 C -3.19726 2.11666 0.08840
74 C -0.29167 5.16234 -2.65495
75 H -0.89546 7.17443 -1.29236
76 H -2.20721 6.66766 -0.28052
77 H -0.57833 6.02281 0.00041
78 H -2.86150 4.76257 -3.45825
79 H -2.69867 6.45738 -3.05482
80 H -4.14545 6.20833 -1.09038
81 H -4.94375 5.53279 -2.49021
82 H -5.10340 4.09145 -0.44022
83 H -4.46799 3.29372 -1.86260
84 H -1.99938 4.10049 1.59059
85 H -3.75267 4.00747 1.70895
86 H -3.02743 5.41005 0.99358
87 H -3.40396 1.48236 -0.77821
88 H -4.05608 2.00889 0.75757
89 H -2.32264 1.71480 0.60989
90 H 0.61755 5.04473 -2.05679
91 H -0.21506 6.11731 -3.18531
92 H -0.29151 4.38899 -3.42732

Forces on the atoms, in the same order (eV/Å):
C -1.47 -1.30 1.37
P 1.63 2.19 -0.36
O 1.15 -1.00 -1.47
C -1.42 0.56 0.52
C 0.21 0.03 -0.23
S -4.59 -4.97 2.22
O 2.10 3.46 0.78
O 2.64 1.16 -2.92
C -2.66 2.35 0.62
O 2.82 -2.37 -1.79
N 0.16 -3.46 0.56
C -0.55 1.40 -0.37
I -0.02 -0.14 0.80
C 2.26 1.24 1.46
C -0.14 -0.24 0.17
C -0.17 0.31 -0.03
C 0.54 1.54 -0.65
N -0.56 0.16 0.95
C -1.12 -1.28 0.45
C -3.50 0.14 1.70
C -1.62 -1.74 1.64
C 1.57 -4.17 1.26
C 2.85 -0.61 -1.37
C 2.15 2.08 -2.04
C -1.42 2.21 -0.03
O -1.16 2.22 0.02
C 0.33 -1.71 -1.52
C -0.11 1.32 1.03
O 1.97 0.32 -0.66
C -0.13 -1.41 -0.02
C -0.69 0.46 0.21
F 3.01 0.68 -1.52
F -1.83 2.90 0.82
F -0.73 -2.52 -1.33
H -1.68 0.05 -0.52
H 0.73 0.10 -1.58
H 0.64 1.57 0.69
H -0.55 -1.14 0.24
H -0.62 0.31 -1.83
H -0.89 1.65 0.33
H 1.08 -0.26 0.39
H 0.52 -0.18 1.01
H -0.90 -1.64 -0.32
H -0.34 0.89 1.73
H 0.15 1.52 -1.02
H 0.04 -1.93 -0.11
H 1.44 0.02 -1.28
H 1.03 -1.11 0.90
H -1.46 -0.19 0.98
H 0.60 0.09 0.62
H -1.01 0.44 -1.53
H 0.15 1.75 0.59
H -0.57 -1.24 0.96
H 0.99 -1.51 0.10
H 1.72 -0.20 -0.95
H 0.77 1.58 -1.13
H 0.09 0.57 -0.72
H 0.06 1.20 -1.16
H -1.47 -1.10 -0.05
H -1.56 -0.62 -0.19
H 0.40 -0.79 1.20
H 0.23 1.27 1.18
H -1.23 -0.74 1.13
C -0.09 0.06 0.36
C 0.96 1.91 -0.05
C -0.30 -0.32 0.05
C -0.01 0.08 0.07
C 0.11 0.06 -0.47
C -0.88 -0.17 2.05
N -1.18 -2.33 -3.46
O 0.39 1.48 1.86
C -0.04 0.39 0.09
C 0.47 -0.09 -0.65
C -0.07 -0.72 -0.14
H -0.02 -0.26 -0.14
H 0.04 -0.13 0.05
H -0.17 -0.03 -0.12
H 0.15 -0.09 0.13
H 0.25 -0.07 0.13
H 0.07 0.00 -0.03
H 0.09 -0.01 0.09
H 0.24 -0.14 0.11
H 0.20 -0.06 0.10
H -0.05 -0.01 -0.14
H 0.06 -0.13 -0.22
H 0.10 -0.01 -0.07
H 0.22 0.14 0.02
H 0.12 0.32 -0.05
H -0.04 0.08 -0.06
H -0.12 -0.04 0.00
H -0.22 -0.02 0.29
H -0.11 -0.05 0.25

Mulliken population analysis, charges in e, atoms 1 to 8:
1 C -0.903
2 P -0.162
3 O -0.474
4 C 0.817
5 C -0.916
6 S 1.297
7 O -0.495
8 O -0.763

The highest total energy belongs to which entry?
C29H47F3IN3O7PS